# 1
The following is a quantum chemistry calculation of a cluster of 3 separate species, C3H5NO2 in total at a distorted geometry, from OMol25.

Output
E_HOMO (alpha / beta)   -9.196 / -9.203 eV
Kohn-Sham gap (alpha / beta)   9.32 / 9.29 eV
Charge   0
2S+1   1
Largest force on an atom   4.5 eV/A
Energy relative to the best compared isomer or geometry (same formula, charge and spin)   6.7290 eV

Geometry (Å):
C -1.423 1.977 0.787
C 2.217 -0.770 -0.324
C 1.639 0.404 -0.169
N -3.558 -0.795 -0.534
O -1.914 2.322 -0.161
O -2.492 -1.215 0.039
H 3.186 -0.920 -0.562
H -2.390 -1.140 1.043
H 1.747 -1.743 -0.034
H 2.323 1.185 -0.179
H 0.664 0.697 0.094



# 2
The following is a quantum chemistry calculation of an isolated molecule of C3H5NO2 at a distorted geometry, from OMol25.

Output
E_HOMO   -10.578 eV
Kohn-Sham gap   11.34 eV
SMILES string   CN(C=O)C=O
Charge   0
2S+1   1
Largest force on an atom   1.9 eV/A
Energy relative to the best compared isomer or geometry (same formula, charge and spin)   0.4754 eV

Geometry (Å):
C 0.661 -1.100 0.159
N -0.065 0.140 -0.022
C -1.322 0.086 -0.586
O -1.901 -0.930 -0.952
C 0.493 1.333 0.386
O 1.590 1.480 0.909
H 0.083 -1.755 0.817
H 1.652 -0.937 0.590
H 0.766 -1.595 -0.812
H -1.797 1.076 -0.686
H -0.161 2.201 0.198



# 3
The following is a quantum chemistry calculation of an isolated molecule of C3H5NO2, from OMol25.

Output
E_HOMO   -9.781 eV
Kohn-Sham gap   10.60 eV
SMILES string   [H]/N=C/OCC=O
Charge   0
2S+1   1
Largest force on an atom   0.5 eV/A
Energy relative to the best compared isomer or geometry (same formula, charge and spin)   1.8334 eV

Geometry (Å):
H -2.107 0.025 -1.515
N -1.301 -0.053 -0.902
C -0.458 0.861 -1.121
O 0.699 0.981 -0.465
C 0.978 0.143 0.664
C 0.098 -1.077 0.942
O -0.413 -1.220 2.027
H -0.530 1.659 -1.866
H 0.955 0.769 1.560
H 2.000 -0.219 0.497
H 0.080 -1.870 0.178



# 4
The following is a quantum chemistry calculation of a structure of composition C3H5NO2 at a distorted geometry, from OMol25.

Output
E_HOMO   -9.435 eV
Kohn-Sham gap   10.31 eV
Charge   0
2S+1   1
Largest force on an atom   2.3 eV/A
Energy relative to the best compared isomer or geometry (same formula, charge and spin)   3.2580 eV

Geometry (Å):
O -1.552 -1.037 -0.480
C -0.681 0.053 -0.558
C -0.207 1.241 0.695
O 1.135 0.811 0.415
C 0.742 -0.282 -0.290
N 1.349 -1.376 -0.437
H -1.110 -1.830 -0.117
H -0.982 0.665 -1.390
H -0.158 2.360 0.818
H -0.811 0.680 1.363
H 2.276 -1.284 -0.020



# 5
The following is a quantum chemistry calculation of an isolated molecule of C3H5NO2 at a distorted geometry, from OMol25.

Output
E_HOMO   -9.956 eV
Kohn-Sham gap   10.67 eV
SMILES string   O=CCNC=O
Charge   0
2S+1   1
Largest force on an atom   3.0 eV/A
Energy relative to the best compared isomer or geometry (same formula, charge and spin)   1.7196 eV

Geometry (Å):
O 0.993 1.253 1.244
C 0.286 0.340 1.576
C -0.584 -0.463 0.611
N -0.519 -0.015 -0.786
C 0.579 0.012 -1.583
O 1.697 -0.405 -1.453
H 0.228 0.014 2.642
H -0.260 -1.516 0.706
H -1.611 -0.450 0.997
H -1.057 0.594 -1.426
H 0.168 0.567 -2.509



# 6
The following is a quantum chemistry calculation of a structure of composition C3H5NO2 at a distorted geometry, from OMol25.

Output
E_HOMO   -10.005 eV
Kohn-Sham gap   10.59 eV
Charge   0
2S+1   1
Largest force on an atom   7.4 eV/A
Energy relative to the best compared isomer or geometry (same formula, charge and spin)   3.2055 eV

Geometry (Å):
C 0.404 -0.327 0.506
C 0.107 0.945 -0.176
C -1.049 -0.678 0.172
H 2.238 -1.151 -0.133
H 0.658 -0.244 1.618
H 0.624 1.830 0.406
H 0.719 0.825 -1.235
H -1.998 1.030 -0.897
N -1.343 0.655 0.077
O 1.262 -1.192 -0.251
O -1.622 -1.692 -0.086



# 7
The following is a quantum chemistry calculation of an isolated molecule of C3H5NO2, from OMol25.

Output
E_HOMO   -8.471 eV
Kohn-Sham gap   9.08 eV
SMILES string   N=C=C(O)CO
Charge   0
2S+1   1
Largest force on an atom   0.5 eV/A
Energy relative to the best compared isomer or geometry (same formula, charge and spin)   2.7680 eV

Geometry (Å):
N 1.578 0.731 -1.556
C 0.960 0.398 -0.539
C 0.202 0.273 0.533
O 0.650 0.441 1.826
C -1.244 -0.124 0.367
O -1.432 -0.782 -0.865
H 2.071 -0.037 -2.016
H 1.299 1.155 1.831
H -1.564 -0.739 1.222
H -1.883 0.766 0.343
H -0.760 -1.476 -0.897



# 8
The following is a quantum chemistry calculation of an isolated molecule of C3H5NO2, from OMol25.

Output
E_HOMO   -10.340 eV
Kohn-Sham gap   11.22 eV
SMILES string   [H]/N=C1/COCO1
Charge   0
2S+1   1
Largest force on an atom   0.4 eV/A
Energy relative to the best compared isomer or geometry (same formula, charge and spin)   1.3525 eV

Geometry (Å):
H -0.570 2.710 0.170
N 0.193 2.112 0.499
C 0.049 0.912 0.147
C 0.936 -0.245 0.557
O 0.544 -1.285 -0.326
C -0.780 -1.020 -0.696
O -0.941 0.395 -0.633
H 2.001 -0.022 0.424
H 0.747 -0.499 1.613
H -0.942 -1.355 -1.730
H -1.512 -1.489 -0.010



# 9
The following is a quantum chemistry calculation of an isolated molecule of C3H5NO2 at a distorted geometry, from OMol25.

Output
E_HOMO   -10.620 eV
Kohn-Sham gap   11.27 eV
SMILES string   N#C[C@@H](O)CO
Charge   0
2S+1   1
Largest force on an atom   2.7 eV/A
Energy relative to the best compared isomer or geometry (same formula, charge and spin)   2.4790 eV

Geometry (Å):
N -0.565 1.023 -1.920
C -0.550 0.114 -1.198
C -0.117 -0.808 -0.099
O 0.959 -1.599 -0.503
C 0.085 0.294 0.979
O -0.882 1.279 0.659
H -0.910 -1.495 0.209
H 1.685 -1.019 -0.772
H -0.097 -0.093 1.994
H 1.118 0.680 0.948
H -0.724 1.626 -0.295



# 10
The following is a quantum chemistry calculation of an isolated molecule of C3H5NO2, from OMol25.

Output
E_HOMO   -9.150 eV
Kohn-Sham gap   9.66 eV
Charge   0
2S+1   1
Largest force on an atom   0.5 eV/A
Energy relative to the best compared isomer or geometry (same formula, charge and spin)   3.1436 eV

Geometry (Å):
O 1.605 1.360 -0.884
C 0.369 0.909 -0.877
C 0.007 0.673 0.577
N -0.793 -0.523 0.694
C -0.622 -1.585 -0.139
O -1.357 -2.546 -0.208
H 1.837 1.536 -1.809
H 0.298 -1.486 -0.747
H 0.873 0.676 1.257
H -0.618 1.541 0.834
H -1.600 -0.555 1.302



# 11
The following is a quantum chemistry calculation of a structure of composition C3H5NO2 at a distorted geometry, from OMol25.

Output
E_HOMO (alpha / beta)   -9.465 / -9.615 eV
Kohn-Sham gap (alpha / beta)   8.37 / 8.45 eV
Charge   0
2S+1   1
Largest force on an atom   5.4 eV/A
Energy relative to the best compared isomer or geometry (same formula, charge and spin)   8.6355 eV

Geometry (Å):
C -1.882 -0.578 -1.248
C -0.765 0.102 -1.352
C 1.358 0.018 1.366
N 0.188 0.625 -0.869
O 0.767 1.651 -0.847
O 1.069 -0.640 0.154
H -2.524 -0.531 -0.397
H -2.549 -0.975 -1.980
H 1.714 -0.872 1.899
H 2.283 1.001 1.507
H 0.340 0.199 1.768



# 12
The following is a quantum chemistry calculation of a cluster of 2 separate species, C3H5NO2 in total at a distorted geometry, from OMol25.

Output
E_HOMO   -9.462 eV
Kohn-Sham gap   10.03 eV
SMILES string   CC#[N+][O-].C=O
Charge   0
2S+1   1
Largest force on an atom   4.5 eV/A
Energy relative to the best compared isomer or geometry (same formula, charge and spin)   5.2968 eV

Geometry (Å):
C 0.086 -1.449 -0.285
C -1.065 -0.617 -0.284
N -2.132 -0.230 0.004
O -3.072 0.503 0.104
H 0.241 -2.175 0.568
H 0.853 -0.864 0.161
H 0.248 -1.877 -1.301
C 0.264 2.071 -0.290
O 0.832 1.530 0.582
H -0.742 1.751 -0.637
H 0.691 3.208 -0.613



# 13
The following is a quantum chemistry calculation of an isolated molecule of C3H5NO2 at a distorted geometry, from OMol25.

Output
E_HOMO   -11.040 eV
Kohn-Sham gap   11.44 eV
SMILES string   N#C[C@H](O)CO
Charge   0
2S+1   1
Largest force on an atom   1.3 eV/A
Energy relative to the best compared isomer or geometry (same formula, charge and spin)   1.9576 eV

Geometry (Å):
N 2.359 -0.375 1.799
C 1.434 -0.496 1.115
C 0.244 -0.513 0.250
O 0.444 -1.167 -0.969
C -0.264 0.880 -0.114
O -1.344 0.550 -0.988
H -0.638 -0.941 0.794
H -0.257 -0.701 -1.505
H 0.468 1.476 -0.669
H -0.633 1.417 0.760
H -1.815 -0.131 -0.475



# 14
The following is a quantum chemistry calculation of an isolated molecule of C3H5NO2 at a distorted geometry, from OMol25.

Output
E_HOMO   -10.223 eV
Kohn-Sham gap   11.14 eV
SMILES string   [H]/N=C1/COCO1
Charge   0
2S+1   1
Largest force on an atom   1.0 eV/A
Energy relative to the best compared isomer or geometry (same formula, charge and spin)   2.0689 eV

Geometry (Å):
H 2.627 -0.306 -0.450
N 1.869 -0.993 -0.405
C 0.721 -0.482 -0.509
C -0.475 -0.927 0.333
O -1.493 -0.014 -0.006
C -0.736 1.143 -0.146
O 0.381 0.774 -0.966
H -0.859 -1.940 0.463
H -0.041 -0.652 1.311
H -1.328 1.957 -0.568
H -0.316 1.411 0.841



# 15
The following is a quantum chemistry calculation of an isolated molecule of C3H5NO2, from OMol25.

Output
E_HOMO   -9.758 eV
Kohn-Sham gap   10.61 eV
SMILES string   [H]/N=C/OCC=O
Charge   0
2S+1   1
Largest force on an atom   0.5 eV/A
Energy relative to the best compared isomer or geometry (same formula, charge and spin)   1.7998 eV

Geometry (Å):
H 1.710 1.835 -0.558
N 0.969 1.159 -0.396
C 1.356 -0.029 -0.582
O 0.576 -1.093 -0.371
C -0.793 -0.879 0.004
C -1.124 0.380 0.826
O -1.108 0.367 2.033
H 2.341 -0.362 -0.919
H -1.049 -1.740 0.627
H -1.400 -0.888 -0.911
H -1.477 1.250 0.248



# 16
The following is a quantum chemistry calculation of an isolated molecule of C3H5NO2 at a distorted geometry, from OMol25.

Output
E_HOMO   -10.951 eV
Kohn-Sham gap   11.34 eV
SMILES string   N#C[C@H](O)CO
Charge   0
2S+1   1
Largest force on an atom   1.1 eV/A
Energy relative to the best compared isomer or geometry (same formula, charge and spin)   1.5234 eV

Geometry (Å):
N -2.633 -1.009 -0.906
C -1.757 -0.460 -0.387
C -0.606 0.205 0.254
O -0.653 1.567 -0.081
C 0.694 -0.442 -0.241
O 1.798 0.258 0.296
H -0.691 0.058 1.344
H 0.255 1.897 -0.028
H 0.742 -0.340 -1.331
H 0.712 -1.506 0.019
H 2.140 -0.229 1.060



# 17
The following is a quantum chemistry calculation of an isolated molecule of C3H5NO2 at a distorted geometry, from OMol25.

Output
E_HOMO   -10.214 eV
Kohn-Sham gap   11.00 eV
SMILES string   ON=C1COC1
Charge   0
2S+1   1
Largest force on an atom   1.1 eV/A
Energy relative to the best compared isomer or geometry (same formula, charge and spin)   4.1992 eV

Geometry (Å):
O -0.956 -2.092 0.494
N -0.344 -1.016 1.219
C -0.014 -0.149 0.369
C 0.735 1.111 0.565
O 0.255 1.570 -0.714
C -0.341 0.293 -1.041
H -0.214 -2.608 0.189
H 1.834 1.034 0.581
H 0.376 1.645 1.442
H -1.427 0.356 -1.152
H 0.096 -0.144 -1.953



# 18
The following is a quantum chemistry calculation of an isolated molecule of C3H5NO2 at a distorted geometry, from OMol25.

Output
E_HOMO   -10.578 eV
Kohn-Sham gap   11.56 eV
SMILES string   [H]/N=C1/COCO1
Charge   0
2S+1   1
Largest force on an atom   1.1 eV/A
Energy relative to the best compared isomer or geometry (same formula, charge and spin)   2.1114 eV

Geometry (Å):
H -1.211 -0.771 -2.192
N -1.317 -0.863 -1.185
C -0.701 -0.002 -0.506
C -0.615 -0.081 1.001
O 0.709 0.360 1.253
C 1.286 0.446 -0.006
O 0.235 0.964 -0.872
H -1.302 0.605 1.498
H -0.758 -1.107 1.348
H 2.232 0.975 0.149
H 1.443 -0.524 -0.487



# 19
The following is a quantum chemistry calculation of an isolated molecule of C3H5NO2 at a distorted geometry, from OMol25.

Output
E_HOMO   -10.342 eV
Kohn-Sham gap   11.10 eV
SMILES string   CN(C=O)C=O
Charge   0
2S+1   1
Largest force on an atom   1.5 eV/A
Energy relative to the best compared isomer or geometry (same formula, charge and spin)   1.2348 eV

Geometry (Å):
C 1.379 -0.047 0.243
N -0.151 -0.131 -0.093
C -0.657 1.143 0.036
O 0.072 2.064 0.323
C -1.109 -1.169 -0.386
O -0.924 -2.348 -0.528
H 1.891 -0.802 -0.332
H 1.505 -0.161 1.325
H 1.882 0.926 0.028
H -1.735 1.295 -0.128
H -2.154 -0.771 -0.488



# 20
The following is a quantum chemistry calculation of an isolated molecule of C3H5NO2, from OMol25.

Output
E_HOMO   -8.257 eV
Kohn-Sham gap   7.97 eV
Charge   0
2S+1   1
Largest force on an atom   0.7 eV/A
Energy relative to the best compared isomer or geometry (same formula, charge and spin)   5.0111 eV

Geometry (Å):
N -0.597 1.732 1.091
C -0.215 0.546 0.722
C 1.070 0.174 0.163
O 1.077 -0.632 -0.827
C -0.375 -0.815 -1.217
O -1.108 -0.428 -0.159
H -1.350 1.674 1.768
H 2.013 0.351 0.670
H 0.121 -0.260 1.523
H -0.487 -0.207 -2.125
H -0.446 -1.887 -1.433